Model one:
Formula: C6H13N2S
Source: the Open Molecules 2025 dataset
Level of theory: wB97M-V/def2-TZVPD

The geometry in XYZ format:
```
22
Properties=species:S:1:pos:R:3
C -0.30 1.46 -2.19
C -0.13 -0.78 -0.25
C 3.39 -0.94 -0.04
C -3.68 0.31 -0.08
C 2.23 -0.71 -0.99
C -2.65 -0.02 1.05
N -0.32 1.39 -0.97
N 1.01 -1.33 -0.48
S -1.55 -1.44 0.41
H -0.64 2.53 -2.46
H 0.07 0.91 -3.02
H 3.15 -0.64 1.02
H 3.84 -1.93 -0.15
H 4.21 -0.41 -0.56
H -4.46 -0.48 -0.14
H -4.22 1.25 0.36
H -3.23 0.41 -1.08
H 2.25 0.36 -1.13
H 2.44 -1.20 -1.98
H -3.30 -0.29 2.00
H -2.07 0.79 1.24
H 1.15 -2.30 -0.15
```

The calculation puts the HOMO-LUMO gap (alpha / beta) at 8.14 / 8.60 eV. The LUMO energy (alpha / beta) comes out at -5.171 / -4.594 eV. For the HOMO energy (alpha / beta), the calculation gives -13.3 / -13.2 eV. As for the total charge: +1.



Model two:
Formula: C6H13N2S
Source: the Open Molecules 2025 dataset
Level of theory: wB97M-V/def2-TZVPD

The geometry in XYZ format:
```
22
Properties=species:S:1:pos:R:3
C -1.07 -0.78 2.07
C -0.42 -1.78 1.11
C 0.92 -1.33 0.49
N 1.21 0.11 0.59
N 0.66 0.92 -0.41
C 1.17 2.06 -0.75
S 0.31 2.93 -1.94
C -0.54 1.36 -2.37
C -0.63 0.63 -1.04
H -1.77 -1.31 2.71
H -1.63 0.00 1.55
H -0.34 -0.29 2.71
H -1.11 -2.04 0.31
H -0.23 -2.69 1.67
H 1.00 -1.67 -0.55
H 1.73 -1.81 1.03
H 2.20 0.29 0.63
H 2.08 2.43 -0.31
H -1.50 1.54 -2.84
H 0.17 0.84 -3.02
H -1.44 1.01 -0.41
H -0.76 -0.43 -1.21
```

The calculation puts the HOMO-LUMO gap at 9.07 eV. The LUMO energy comes out at -4.168 eV. For the HOMO energy, the calculation gives -13.2 eV. As for the total charge: +1.



Model three:
Formula: C6H13N2S
Source: the Open Molecules 2025 dataset
Level of theory: wB97M-V/def2-TZVPD

The geometry in XYZ format:
```
22
Properties=species:S:1:pos:R:3
C 0.12 0.75 -0.18
C 0.33 -0.86 -2.46
C -1.03 -0.51 -1.90
C -1.22 1.22 2.07
C 1.14 0.83 2.19
C 0.06 1.23 1.20
N 0.85 -1.99 -1.68
N -0.99 0.32 -0.69
S 2.39 -2.33 -1.51
H 0.30 -1.46 -3.42
H 0.88 -0.01 -2.64
H -1.54 -0.07 -2.72
H -1.46 -1.48 -1.76
H -1.92 2.04 1.89
H -1.11 1.12 3.15
H -1.69 0.27 1.81
H 1.32 -0.13 1.96
H 0.86 0.84 3.22
H 2.03 1.37 2.09
H 0.32 2.22 0.97
H -1.86 0.25 -0.26
H 2.24 -3.62 -1.35
```

The calculation puts the HOMO-LUMO gap (alpha / beta) at 7.48 / 3.86 eV. The LUMO energy (alpha / beta) comes out at -5.869 / -7.633 eV. For the HOMO energy (alpha / beta), the calculation gives -13.3 / -11.5 eV. As for the total charge: +1.



Which structure is the most stable? The one labeled model two.



Model one:
Formula: C8H13AuCl3F5GeNOSTe
Source: the Open Molecules 2025 dataset
Level of theory: wB97M-V/def2-TZVPD

The geometry in XYZ format:
```
35
Properties=species:S:1:pos:R:3
Au 0.73 0.17 0.93
C 5.07 0.58 1.02
C 3.67 0.53 1.64
C 3.59 -0.62 2.68
C 3.32 1.85 2.33
C 2.63 0.16 0.65
H 5.82 0.76 1.80
H 5.15 1.39 0.29
H 5.32 -0.36 0.53
H 4.36 -0.43 3.43
H 3.78 -1.60 2.23
H 2.62 -0.65 3.16
H 4.07 2.07 3.08
H 2.34 1.78 2.82
H 3.29 2.67 1.62
H 3.05 -0.25 -0.27
Cl -4.77 0.01 0.92
Ge -3.20 -0.90 -0.25
Cl -2.25 0.71 -1.37
Cl -4.12 -2.17 -1.74
F 0.51 -2.49 2.34
Te -1.15 -1.77 2.82
F -0.29 -0.74 4.11
F -1.95 -2.97 1.62
F -1.21 -3.12 4.09
F -2.83 -1.30 3.45
O -1.19 -0.40 1.61
S -1.93 4.37 -0.17
C -0.56 4.32 -1.20
C 0.23 3.27 -0.86
N -0.23 2.52 0.19
C -1.36 2.98 0.64
H -0.41 5.04 -1.99
H 1.15 2.99 -1.35
H -1.91 2.53 1.46
```

The calculation puts the HOMO-LUMO gap (alpha / beta) at 6.88 / 7.56 eV. The spin multiplicity is 2. The LUMO energy (alpha / beta) comes out at -1.692 / -2.004 eV. For the HOMO energy (alpha / beta), the calculation gives -8.6 / -9.6 eV.



Model two:
Formula: C8H13AuCl3F5GeNOSTe
Source: the Open Molecules 2025 dataset
Level of theory: wB97M-V/def2-TZVPD

The geometry in XYZ format:
```
35
Properties=species:S:1:pos:R:3
Au -0.39 -0.24 -0.63
C 0.79 3.68 -2.20
C 0.73 2.14 -2.23
C -0.29 1.68 -3.28
C 2.11 1.58 -2.64
C 0.37 1.65 -0.89
H 1.05 4.05 -3.19
H 1.55 4.02 -1.50
H -0.17 4.10 -1.92
H -0.04 2.08 -4.25
H -1.29 2.01 -3.01
H -0.30 0.59 -3.34
H 2.29 1.82 -3.69
H 2.14 0.50 -2.52
H 2.90 2.03 -2.04
H 0.64 2.19 0.00
Cl 2.59 -3.51 0.09
Ge 2.60 -1.21 0.22
Cl 2.56 -0.92 2.45
Cl 4.68 -0.86 -0.43
F -0.61 -3.25 -2.71
Te 0.35 -3.10 -1.05
F 0.23 -2.44 0.87
F -1.52 -2.50 -0.69
F -0.27 -4.69 -0.17
F 1.31 -4.47 -2.07
O 1.13 -1.60 -1.67
S -3.76 0.05 2.64
C -2.21 0.08 3.38
C -1.24 0.01 2.43
N -1.72 -0.06 1.16
C -3.01 -0.06 1.11
H -2.11 0.14 4.44
H -0.18 -0.03 2.60
H -3.56 -0.13 0.19
```

The calculation puts the HOMO-LUMO gap (alpha / beta) at 6.27 / 5.41 eV. The spin multiplicity is 2. The LUMO energy (alpha / beta) comes out at -2.124 / -2.993 eV. For the HOMO energy (alpha / beta), the calculation gives -8.4 / -8.4 eV.



Which structure is the most stable? The one labeled model one.



Model one:
Formula: C8H12O
Source: the Open Molecules 2025 dataset
Level of theory: wB97M-V/def2-TZVPD

The geometry in XYZ format:
```
21
Properties=species:S:1:pos:R:3
C -3.20 -0.40 -0.29
C -2.45 0.97 -0.55
C -2.06 0.10 0.60
C -0.76 -0.56 0.28
C 0.36 0.05 -0.16
C 1.65 -0.42 0.42
C 2.61 0.82 0.68
C 2.70 -0.71 -0.59
H -4.26 -0.48 0.11
H -3.10 -1.26 -0.86
H -3.07 1.88 -0.37
H -1.76 1.05 -1.38
H -2.31 0.31 1.58
H -0.63 -1.56 0.81
H 0.13 0.98 -0.83
H 1.55 -1.33 1.04
H 3.31 0.75 1.51
H 2.13 1.78 0.65
H 2.44 -0.82 -1.65
H 3.35 -1.64 -0.48
O 3.36 0.50 -0.53
```

The calculation puts the HOMO-LUMO gap at 9.94 eV. The LUMO energy comes out at 1.076 eV. For the HOMO energy, the calculation gives -8.9 eV.



Model two:
Formula: C8H12O
Source: the Open Molecules 2025 dataset
Level of theory: wB97M-V/def2-TZVPD

The geometry in XYZ format:
```
21
Properties=species:S:1:pos:R:3
C -3.29 0.40 -0.51
C -1.91 0.00 -0.18
C -1.11 -1.04 -0.38
C 0.03 -0.43 0.47
C 1.51 -0.55 0.24
C 2.27 0.42 1.14
C 1.82 -0.30 -1.23
O -0.53 -0.19 1.74
C -0.86 0.72 0.70
H -3.86 0.57 0.40
H -3.78 -0.38 -1.10
H -3.29 1.33 -1.08
H -1.22 -2.00 -0.85
H 1.80 -1.58 0.49
H 3.34 0.24 1.07
H 1.97 0.28 2.18
H 2.07 1.44 0.86
H 1.56 0.72 -1.49
H 1.25 -0.96 -1.87
H 2.87 -0.45 -1.43
H -0.65 1.76 0.83
```

The calculation puts the HOMO-LUMO gap at 9.76 eV. The LUMO energy comes out at 0.997 eV. Its SMILES is CC1=C[C@]2(C(C)C)O[C@H]12. For the HOMO energy, the calculation gives -8.8 eV.



Which structure is the most stable? The one labeled model two.



Model one:
Formula: C6H13NOS
Source: the Open Molecules 2025 dataset
Level of theory: wB97M-V/def2-TZVPD

The geometry in XYZ format:
```
22
Properties=species:S:1:pos:R:3
C -2.75 1.42 -0.31
C -1.94 0.61 -0.87
S -0.94 -0.48 0.19
N -1.33 -0.14 1.65
O -1.43 -2.01 -0.46
C 0.87 -0.25 -0.06
C 1.35 0.90 0.82
C 1.47 -1.55 0.51
C 1.12 -0.04 -1.53
H -3.46 1.85 -0.95
H -2.58 1.78 0.74
H -2.07 0.36 -1.93
H -0.74 -0.75 2.28
H 1.18 1.85 0.33
H 0.69 1.04 1.69
H 2.39 0.96 1.33
H 0.99 -2.50 0.35
H 1.41 -1.52 1.60
H 2.46 -1.60 0.29
H 2.12 -0.01 -1.77
H 0.67 -0.91 -2.05
H 0.53 0.96 -1.85
```

The calculation puts the HOMO-LUMO gap at 9.88 eV. The LUMO energy comes out at 0.689 eV. Its SMILES is C=C[S@@](=N)(=O)C(C)(C)C. For the HOMO energy, the calculation gives -9.2 eV.



Model two:
Formula: C6H13NOS
Source: the Open Molecules 2025 dataset
Level of theory: wB97M-V/def2-TZVPD

The geometry in XYZ format:
```
22
Properties=species:S:1:pos:R:3
C 0.51 0.53 -2.94
S 1.02 -0.24 -1.58
N 2.58 0.27 -1.22
O 0.99 -1.68 -1.88
C 0.07 0.12 0.18
C 0.82 1.27 0.92
C -1.06 -0.51 0.48
C -1.76 -1.45 -0.54
C -1.66 -0.39 1.86
H -0.21 -0.07 -3.44
H 0.18 1.48 -2.77
H 2.71 0.65 -0.26
H 3.27 -0.47 -1.50
H 1.48 1.70 0.28
H 1.31 0.83 1.82
H 0.03 1.96 1.05
H -2.53 -0.81 -0.88
H -0.94 -1.55 -1.36
H -2.05 -2.41 -0.13
H -2.70 -0.65 1.84
H -1.14 -1.19 2.39
H -1.19 0.56 2.21
```

The calculation puts the HOMO-LUMO gap at 8.28 eV. The LUMO energy comes out at 0.573 eV. Its SMILES is C=[S@](N)(=O)C(C)=C(C)C. For the HOMO energy, the calculation gives -7.7 eV.



Which structure is the most stable? The one labeled model one.



Model one:
Formula: CH7NS
Source: the Open Molecules 2025 dataset
Level of theory: wB97M-V/def2-TZVPD

The geometry in XYZ format:
```
10
Properties=species:S:1:pos:R:3
C 1.34 -0.21 0.71
S 0.59 0.40 -0.96
H 1.45 -1.30 0.81
H 2.36 0.19 0.86
H 0.88 0.20 1.61
N -2.25 -0.41 0.71
H -1.66 -1.18 1.02
H -2.82 0.02 1.45
H -0.24 -0.53 0.22
H -1.78 0.30 0.19
```

The calculation puts the HOMO-LUMO gap at 9.23 eV. The LUMO energy comes out at 0.174 eV. For the HOMO energy, the calculation gives -9.1 eV.



Model two:
Formula: CH7NS
Source: the Open Molecules 2025 dataset
Level of theory: wB97M-V/def2-TZVPD

The geometry in XYZ format:
```
10
Properties=species:S:1:pos:R:3
C -2.02 0.80 0.06
N -1.22 -0.48 0.13
H -1.25 1.52 -0.50
H -2.91 0.55 -0.66
H -2.01 1.20 1.11
H -1.69 -1.08 -0.58
H -1.30 -0.92 1.10
S 1.65 -0.15 -0.11
H 3.06 -0.17 -0.29
H 0.28 -0.14 0.32
```

The calculation puts the HOMO-LUMO gap at 8.66 eV. The LUMO energy comes out at 0.464 eV. Its SMILES is CN.S. For the HOMO energy, the calculation gives -8.2 eV.



Which structure is the most stable? The one labeled model one.



Model one:
Formula: C5H4O
Source: the Open Molecules 2025 dataset
Level of theory: wB97M-V/def2-TZVPD

The geometry in XYZ format:
```
10
Properties=species:S:1:pos:R:3
C 0.61 -0.06 -2.25
C 0.60 -0.13 -1.05
C 0.20 0.39 0.26
O 1.26 0.91 1.03
C -0.73 -0.48 0.99
C -1.65 -1.03 1.55
H 0.49 0.20 -3.27
H -0.40 1.25 -0.05
H 2.09 0.49 0.79
H -2.47 -1.53 2.01
```

The calculation puts the HOMO-LUMO gap at 10.77 eV. The LUMO energy comes out at 0.616 eV. Its SMILES is C#CC(O)C#C. For the HOMO energy, the calculation gives -10.2 eV.



Model two:
Formula: C5H4O
Source: the Open Molecules 2025 dataset
Level of theory: wB97M-V/def2-TZVPD

The geometry in XYZ format:
```
10
Properties=species:S:1:pos:R:3
C -1.90 -0.97 -0.22
C -1.08 -0.12 -0.05
C -0.29 1.22 0.21
O 1.07 1.20 -0.12
C 1.58 -0.06 -0.09
C 2.05 -1.11 0.09
H -2.53 -1.78 -0.45
H -0.84 1.86 -0.64
H -0.62 1.74 1.06
H 2.57 -1.98 0.20
```

The calculation puts the HOMO-LUMO gap at 10.51 eV. The LUMO energy comes out at 0.846 eV. Its SMILES is C#CCOC#C. For the HOMO energy, the calculation gives -9.7 eV.



Model three:
Formula: C5H4O
Source: the Open Molecules 2025 dataset
Level of theory: wB97M-V/def2-TZVPD

The geometry in XYZ format:
```
10
Properties=species:S:1:pos:R:3
O 1.88 -1.21 0.42
C 1.41 0.01 0.06
C 0.75 0.17 -1.29
C -0.20 0.35 -0.38
C -1.58 0.35 -0.06
C -2.76 0.38 0.20
H 1.67 -1.82 -0.31
H 2.01 0.82 0.47
H 0.36 0.34 0.85
H -3.81 0.40 0.42
```

The calculation puts the HOMO-LUMO gap at 10.13 eV. The LUMO energy comes out at 0.671 eV. For the HOMO energy, the calculation gives -9.5 eV.



Which structure is the most stable? The one labeled model one.